# 1
118
Properties=species:S:1:pos:R:3:forces:R:3:mulliken_charge:R:1 method="wB97M-V/def2-TZVPD" energy_ha=-5446.06481 e_above_lowest_kcal_mol=302.3 charge=+1 multiplicity=1 molar_mass_g_mol=990.19
Na 9.4659 -10.6762 3.7579 0.100 0.779 0.270 0.985
C 12.2734 -20.9393 3.7521 -0.024 -0.372 -1.064 -1.428
C 12.3808 -19.4374 3.9153 0.826 0.491 1.687 -0.277
C 13.7800 -18.9452 3.4286 -1.582 1.404 -0.985 -0.718
N 13.9624 -17.3845 3.3259 0.026 1.253 0.313 0.045
C 15.3040 -17.0415 2.6014 0.277 0.896 0.851 -0.780
C 16.5674 -17.2286 3.4737 -0.453 -2.331 -0.799 -0.713
C 16.4706 -16.5866 4.8143 -0.113 -0.109 0.553 -0.703
C 15.1752 -16.9848 5.5682 1.613 1.624 -0.532 -0.564
C 13.9414 -16.6483 4.7891 -0.506 -1.557 -1.079 -0.589
C 12.8652 -16.7733 2.3818 0.002 -0.953 1.221 -1.023
H 12.3881 -21.1888 2.6972 -0.322 -0.087 -0.214 0.353
H 11.2977 -21.2954 4.0827 0.142 -0.021 0.026 0.386
H 13.0585 -21.5382 4.2135 -0.006 0.357 0.507 0.356
H 12.2652 -19.2437 4.9817 0.444 0.090 0.347 0.291
H 11.4917 -18.9090 3.5711 0.341 -0.036 -0.974 0.384
H 13.8248 -19.1779 2.3647 0.443 -0.540 0.066 0.386
H 14.5966 -19.3983 3.9908 -0.073 0.289 -0.074 0.439
H 15.3098 -17.5257 1.6248 0.023 -0.511 0.303 0.541
H 15.3004 -15.9786 2.3599 -0.631 0.178 0.174 0.435
H 16.6732 -18.3050 3.6082 -0.002 -0.350 0.243 0.299
H 17.4853 -17.0236 2.9228 -0.250 0.648 -0.206 0.441
H 17.2581 -16.8976 5.5008 0.395 -0.013 -0.423 0.374
H 16.5875 -15.5105 4.6861 -0.396 0.208 0.303 0.337
H 15.2331 -18.0026 5.9541 -0.216 -0.041 -0.240 0.287
H 15.2763 -16.3020 6.4118 -0.836 -0.210 0.405 0.378
H 13.1123 -17.0757 5.3531 -0.439 0.113 -0.572 0.310
H 13.7635 -15.5886 4.6065 0.280 -0.094 -0.114 0.551
H 12.7207 -17.4572 1.5454 0.333 0.140 -0.071 0.401
H 13.0898 -15.7579 2.0555 0.515 -0.268 0.159 0.399
H 11.9045 -16.7309 2.8950 0.201 -0.116 0.292 0.405
C 23.1424 -12.3068 2.4131 0.608 1.210 0.554 -1.493
C 22.6104 -10.9525 2.9456 -0.254 -1.188 -0.943 -0.179
C 23.6619 -10.1817 3.6571 -0.386 0.237 3.195 -0.859
N 23.1797 -8.7170 4.1370 3.960 -0.327 -1.523 0.254
C 21.7471 -8.7071 4.5192 -1.657 2.737 -0.198 -0.592
C 21.1758 -7.2294 4.6344 0.616 0.693 0.854 -0.813
C 21.3478 -6.3261 3.4381 1.527 -0.342 -0.874 -0.702
C 22.8924 -6.3841 3.0228 -1.371 -1.620 -0.368 -0.711
C 23.5106 -7.8581 2.8672 -2.228 1.790 0.270 -0.588
C 24.0651 -8.2431 5.3213 -0.324 0.124 0.198 -0.966
H 23.9831 -12.0882 1.7547 -0.080 -0.414 -0.304 0.379
H 22.3313 -12.8322 1.9089 0.315 -0.124 0.086 0.378
H 23.5361 -12.8373 3.2801 -0.130 -0.508 -0.225 0.359
H 21.8229 -11.2764 3.6260 -0.327 0.768 -0.131 0.377
H 22.2538 -10.4109 2.0694 -0.473 0.139 0.212 0.340
H 24.6770 -10.2752 3.2711 -0.152 1.208 -0.723 0.473
H 23.8229 -10.6244 4.6401 -0.224 -0.444 0.158 0.463
H 21.1304 -9.1328 3.7276 0.369 -0.581 0.276 0.430
H 21.6009 -9.1192 5.5176 0.227 -0.637 -0.384 0.308
H 20.1652 -7.1595 5.0367 -0.210 -0.867 -0.305 0.493
H 21.7108 -6.6723 5.4035 0.356 -0.373 0.439 0.315
H 20.6542 -6.5065 2.6168 0.327 -0.762 -0.324 0.370
H 21.0934 -5.2818 3.6193 0.241 -0.004 0.703 0.393
H 22.9243 -5.8644 2.0652 0.725 -0.014 0.084 0.392
H 23.5266 -5.9268 3.7823 -0.231 0.502 -0.181 0.336
H 23.1117 -8.4412 2.0372 -0.416 0.280 0.049 0.414
H 24.5601 -7.7144 2.6101 0.258 -0.573 0.998 0.315
H 23.9012 -8.8527 6.2100 -0.580 -0.075 -0.204 0.393
H 23.8701 -7.1982 5.5623 -0.553 -0.221 -0.128 0.371
H 25.1507 -8.2490 5.2237 -0.084 -0.510 -1.201 0.350
C 18.4682 -14.5374 -4.3934 -0.519 -0.696 0.873 -1.453
C 18.2181 -13.0400 -4.3170 1.465 0.884 -0.270 -0.345
C 16.7719 -12.5985 -4.4201 -0.626 -0.186 -0.241 -0.662
N 16.4586 -11.0630 -4.6776 1.650 -1.445 1.015 0.146
C 16.9659 -10.6495 -6.0827 -0.016 -0.442 0.013 -0.522
C 16.0466 -11.1476 -7.1714 0.051 0.765 0.192 -0.596
C 14.6437 -10.7169 -6.8546 -1.586 -0.760 -0.864 -0.677
C 14.1126 -11.2690 -5.5640 1.187 0.076 1.177 -0.479
C 14.9693 -10.7330 -4.4101 0.277 -0.718 -0.742 -0.686
C 17.2413 -10.2780 -3.6546 -0.292 -0.158 0.687 -1.128
H 17.9866 -15.0446 -5.2293 0.304 0.159 -0.214 0.360
H 18.1140 -15.0511 -3.4997 -0.600 0.114 0.154 0.352
H 19.5245 -14.7886 -4.2972 0.125 0.353 -0.729 0.385
H 18.8565 -12.5704 -5.0653 -0.232 0.072 -0.436 0.313
H 18.7000 -12.6911 -3.4037 -0.360 0.086 0.328 0.332
H 16.3030 -12.9531 -3.5022 -0.417 0.766 0.183 0.407
H 16.2825 -13.1925 -5.1920 -0.021 0.419 -0.307 0.356
H 17.9317 -11.0999 -6.3117 0.216 0.116 0.897 0.257
H 17.0947 -9.5678 -6.0434 -0.264 -0.015 -0.096 0.502
H 16.2011 -12.2126 -7.3447 -0.355 -0.165 0.256 0.322
H 16.2868 -10.6868 -8.1295 0.439 0.127 0.108 0.382
H 14.0159 -11.2511 -7.5677 -0.235 0.895 -0.681 0.357
H 14.5683 -9.6305 -6.9004 -0.231 -0.023 -0.285 0.311
H 14.2428 -12.3421 -5.7039 -0.148 -0.293 0.671 0.244
H 13.0691 -11.1057 -5.2945 -0.001 0.312 -0.493 0.403
H 14.6484 -11.1383 -3.4505 0.548 -0.202 0.068 0.376
H 14.9364 -9.6485 -4.3060 -0.157 0.023 -0.329 0.427
H 18.3244 -10.4001 -3.6610 -0.104 0.105 -0.978 0.337
H 17.0036 -10.6585 -2.6612 -0.562 0.089 -0.017 0.462
H 16.9131 -9.2418 -3.7359 0.383 -0.039 0.067 0.517
N 13.3271 -1.8468 -2.4377 2.137 -3.497 1.346 -0.283
S 13.7178 -3.3157 -1.6484 3.564 -1.321 -1.279 1.084
O 12.8500 -4.4169 -1.9140 -0.227 0.150 -0.077 -0.566
O 14.3438 -3.2787 -0.3472 -0.366 0.391 -1.541 -0.544
F 14.9465 -3.6129 -2.6818 -0.134 0.107 0.459 -0.311
S 12.1407 -1.6520 -1.4993 -6.471 5.224 3.232 1.129
O 12.3624 -1.4006 -0.0693 0.127 -0.965 -2.193 -0.575
O 10.9244 -2.3851 -1.8269 1.485 0.861 0.111 -0.593
F 11.8324 -0.0927 -1.9718 0.016 -1.101 -0.213 -0.342
N 8.4475 -6.7431 4.8203 -3.532 -1.754 5.040 -0.255
S 7.9937 -6.4853 6.4631 -1.776 -0.857 3.425 1.041
O 6.5721 -6.1173 6.7142 3.587 -0.571 -1.122 -0.571
O 9.0360 -5.9871 7.4112 -2.750 -0.857 -2.824 -0.520
F 7.9913 -8.0391 6.7953 -0.089 -0.838 0.077 -0.279
S 9.0733 -5.3770 4.7074 5.569 4.052 -6.368 1.023
O 10.4546 -5.3866 5.0818 -0.223 0.523 0.918 -0.542
O 8.3498 -4.1508 4.6805 -0.896 -0.201 1.637 -0.554
F 9.2351 -5.5794 3.1133 0.097 -0.052 -0.877 -0.333
N 13.7382 -10.1922 4.2433 0.871 0.880 3.392 -0.272
S 14.4394 -9.9337 5.7859 -1.557 -0.741 5.041 1.059
O 14.1249 -8.6859 6.4536 0.053 -1.811 -1.698 -0.506
O 15.7212 -10.5364 6.1479 -1.439 0.706 -1.647 -0.547
F 13.4402 -11.0420 6.4610 0.009 0.566 -0.265 -0.308
S 15.0160 -9.6681 3.5751 5.111 1.732 -6.900 1.063
O 15.9363 -10.7494 3.1816 -1.308 1.081 0.551 -0.639
O 15.6661 -8.4008 3.8992 -0.959 -1.867 1.394 -0.544
F 14.4337 -9.1620 2.1612 -0.782 -1.024 -0.056 -0.300

=====

# 2
103
Properties=species:S:1:pos:R:3:forces:R:3:mulliken_charge:R:1 method="wB97M-V/def2-TZVPD" energy_ha=-5255.51886 charge=-1 multiplicity=1 molar_mass_g_mol=752.59
C -4.1464 -0.8936 -3.8577 -0.041 0.044 -0.002 -1.115
C -3.0427 -1.4207 -4.7727 -0.249 -0.053 -0.103 -0.255
C -2.7954 -2.9270 -4.6254 0.418 0.436 0.335 -0.846
C -2.0372 -3.2664 -3.3362 0.029 0.042 -0.270 0.458
C -2.0047 -4.7697 -3.0150 0.225 0.235 0.224 -0.912
C -2.0537 -5.0688 -1.5149 -0.030 0.259 -0.029 -1.031
C -0.9080 -4.3864 -0.7248 -0.447 -0.353 -0.123 -0.280
C -1.4647 -3.2738 0.1573 -0.156 -0.236 0.514 -0.847
N -0.4761 -2.3787 0.8277 0.120 0.102 -0.430 0.225
C 0.9165 -2.5552 0.3910 -0.147 0.008 0.009 -0.904
C 1.9187 -1.6742 1.1099 0.409 0.150 0.188 -0.007
C 3.3330 -1.9010 0.5237 -0.112 -0.082 0.135 -1.190
C 3.9751 -0.7310 -0.2183 0.003 0.001 -0.239 -0.635
C 3.0778 -0.0644 -1.2702 0.179 -0.137 0.013 0.160
C 3.8804 0.5903 -2.3961 -0.308 0.209 0.040 -1.204
C 4.8176 1.7115 -1.9214 0.034 -0.241 -0.392 -0.248
C 5.1562 2.7315 -3.0289 0.125 -0.031 0.089 -1.132
C -0.9467 -1.0326 0.7546 -0.137 0.273 0.237 0.030
S -0.8567 -0.0658 -0.5640 0.124 -0.142 -0.044 -0.166
S -1.6524 -0.6418 2.2824 0.032 -0.267 -0.096 -0.096
C -2.5132 0.9206 2.0423 -0.204 0.475 -0.037 -0.929
C -1.8546 2.1231 2.7253 -0.099 -0.473 0.644 -0.337
C -1.8868 1.9766 4.2783 0.333 -0.220 -0.562 -0.836
Ga -0.0971 1.7713 5.2122 -0.778 0.081 0.828 0.530
O 1.2619 1.2625 3.8982 0.127 0.154 -0.078 -0.528
C 1.9227 2.2146 3.4002 -1.016 -1.479 0.690 0.713
N 2.5190 3.0771 2.9346 1.079 1.394 -0.869 -0.713
H -5.1308 -1.2049 -4.2161 0.020 -0.048 0.004 0.315
H -4.1453 0.1981 -3.8275 -0.007 -0.044 -0.018 0.244
H -4.0415 -1.2491 -2.8306 0.054 0.035 0.007 0.287
H -3.3237 -1.2009 -5.8054 0.072 0.068 0.049 0.262
H -2.1189 -0.8678 -4.5802 0.077 -0.101 0.021 0.281
H -2.1794 -3.2486 -5.4694 -0.242 -0.255 -0.102 0.271
H -3.7526 -3.4558 -4.6324 -0.001 -0.072 -0.175 0.405
H -2.4613 -2.6868 -2.5130 -0.062 -0.150 0.035 -0.375
H -1.0130 -2.8989 -3.4563 -0.051 0.086 0.141 0.252
H -1.0699 -5.1887 -3.4040 -0.164 -0.113 -0.171 0.305
H -2.8395 -5.2615 -3.5197 0.031 -0.114 0.009 0.494
H -2.0199 -6.1492 -1.3561 -0.075 0.027 -0.005 0.374
H -3.0158 -4.7092 -1.1330 -0.016 -0.137 0.076 0.377
H -0.1825 -4.0126 -1.4440 0.158 0.009 0.114 0.153
H -0.4464 -5.1532 -0.1004 0.300 0.179 -0.029 0.535
H -2.1760 -2.6888 -0.4313 0.207 0.155 -0.020 0.371
H -2.0563 -3.7559 0.9453 -0.039 0.070 -0.046 0.122
H 1.1672 -3.5914 0.6299 0.037 -0.015 -0.211 0.387
H 1.0381 -2.4024 -0.6886 -0.075 0.006 -0.019 0.181
H 1.6447 -0.6193 1.0499 -0.039 -0.014 -0.039 0.174
H 1.9479 -1.9249 2.1724 -0.240 0.052 -0.008 0.399
H 3.9947 -2.1984 1.3401 0.085 -0.044 -0.077 0.332
H 3.2994 -2.7533 -0.1666 -0.044 -0.010 0.044 0.456
H 4.8558 -1.1249 -0.7423 0.053 0.037 0.111 0.399
H 4.3447 0.0125 0.4914 -0.062 0.049 0.005 0.315
H 2.4405 0.6887 -0.7988 -0.046 -0.049 -0.016 0.290
H 2.4095 -0.8139 -1.7118 0.017 0.057 0.061 -0.080
H 3.1729 1.0116 -3.1198 0.009 -0.016 0.027 0.457
H 4.4405 -0.1839 -2.9319 0.075 0.052 -0.025 0.310
H 5.7484 1.2553 -1.5759 -0.097 0.098 0.260 0.231
H 4.3452 2.2101 -1.0755 0.088 0.059 0.076 0.378
H 4.6654 2.4756 -3.9696 -0.035 0.016 0.006 0.337
H 6.2287 2.7736 -3.2310 -0.032 -0.015 0.010 0.291
H 4.8501 3.7424 -2.7565 -0.055 -0.032 -0.021 0.277
H -3.5027 0.7832 2.4854 0.001 -0.130 -0.021 0.515
H -2.6418 1.0733 0.9709 0.122 -0.096 -0.049 0.382
H -2.4277 3.0050 2.4322 0.151 0.078 -0.187 0.338
H -0.8294 2.2119 2.3637 -0.033 0.194 -0.179 0.167
H -2.4652 1.0807 4.5292 -0.076 0.077 0.080 0.262
H -2.4082 2.8236 4.7294 0.031 0.006 0.014 0.474
H -0.1553 0.5487 6.2543 0.161 -0.107 -0.173 -0.339
H 0.3491 3.1149 5.9487 0.238 -0.001 -0.215 -0.375
C 3.1018 -0.3731 11.5551 -0.071 -0.066 -0.020 -0.667
O 4.2011 -0.3562 10.6438 0.136 0.107 0.110 -0.350
P 4.1955 0.6220 9.3832 -0.182 -0.036 -0.091 1.012
O 5.4772 0.5961 8.6853 0.091 -0.116 0.039 -0.719
O 3.7528 2.0290 9.9762 -0.029 0.008 0.045 -0.240
C 4.6472 2.6745 10.8850 0.026 0.029 0.024 -0.721
O 2.9019 0.2527 8.5780 0.081 0.085 0.011 -0.189
C 2.9671 -0.3307 7.2606 -0.050 -0.099 -0.219 -0.451
H 3.5010 -0.3152 12.5671 0.020 -0.015 -0.009 0.249
H 2.4229 0.4625 11.3872 0.003 0.006 -0.020 0.329
H 2.5539 -1.3067 11.4360 -0.009 0.004 -0.021 0.260
H 5.6569 2.2702 10.8080 0.003 0.007 -0.033 0.352
H 4.2800 2.5511 11.9052 0.000 -0.019 -0.006 0.257
H 4.6662 3.7321 10.6342 -0.016 0.004 -0.014 0.240
H 2.6861 -1.3799 7.3342 0.008 -0.003 0.047 0.234
H 3.9690 -0.2443 6.8460 0.028 0.056 0.072 0.350
H 2.2509 0.1839 6.6274 -0.040 0.068 0.067 -0.074
C -5.6404 4.2556 -6.9676 -0.066 0.043 -0.027 -0.679
O -5.2952 2.8755 -6.8201 0.115 -0.011 0.093 -0.304
P -4.1469 2.2128 -7.6934 -0.066 0.063 -0.006 0.962
O -3.8507 0.8527 -7.2579 -0.101 -0.099 0.002 -0.454
O -2.9459 3.2430 -7.6595 0.009 0.073 -0.008 -0.316
C -2.2941 3.4574 -6.3942 0.025 0.019 0.053 -0.583
O -4.6051 2.3911 -9.1977 0.088 -0.005 0.005 -0.391
C -4.9736 1.2477 -9.9799 -0.030 -0.066 -0.095 -0.629
H -5.6849 4.6975 -5.9742 -0.010 -0.027 0.010 0.254
H -4.9082 4.7940 -7.5687 0.015 -0.020 -0.010 0.338
H -6.6186 4.3284 -7.4400 0.006 -0.016 -0.018 0.259
H -2.5033 2.6479 -5.6954 0.010 -0.029 -0.026 0.251
H -2.6305 4.4041 -5.9726 -0.026 -0.009 -0.010 0.256
H -1.2254 3.5028 -6.5806 0.011 -0.007 -0.024 0.252
H -6.0505 1.2621 -10.1409 -0.002 0.011 0.017 0.248
H -4.6864 0.3252 -9.4798 0.010 0.019 0.042 0.302
H -4.4619 1.3192 -10.9372 0.003 0.044 0.009 0.223